14
Properties=species:S:1:pos:R:3:forces:R:3 method="wB97M-V/def2-TZVPD" total_charge=+1 total_energy_ha=-249.5323 s_squared=2.007 homo_energy_ha="-0.4589 / -0.6212" molar_mass_da=82.126 spin_multiplicity=3 relative_energy_kcal_mol=102.8 lumo_energy_ev="-5.1 / -7.9"
C 0.150 0.894 -0.237 -2.7 -0.8 -0.7
C -1.043 0.128 0.488 2.2 1.6 -2.7
C 0.087 -0.809 0.036 -1.6 -0.3 -0.2
C -2.385 0.124 -0.103 -0.4 -0.5 -3.8
C 2.512 0.099 0.065 1.2 1.1 -4.1
N 1.125 0.095 0.058 1.7 0.9 2.1
H -0.759 0.384 1.450 -1.0 0.1 2.6
H 0.041 -1.561 -0.695 -0.2 -1.1 -0.8
H -2.786 1.070 -0.495 0.6 0.2 0.7
H -3.050 -0.208 0.611 -1.7 -0.9 1.3
H -2.510 -0.505 -1.111 0.7 0.8 2.5
H 2.783 0.696 -0.882 0.3 -0.6 1.6
H 2.878 -0.865 -0.115 0.4 -1.6 -0.2
H 2.958 0.460 0.930 0.5 1.0 1.6